a:
C24H24N6O2 | ωB97M-V/def2-TZVPD

Computed properties:
HOMO-LUMO gap (eV): 7.62
M (g/mol): 428.50
Structure (SMILES): CCCCCCn1c(C)nc2c(c1=O)c1nc3ccccc3nc1n2/N=C/c1ccco1
Lowest unoccupied orbital energy (Eh): -0.0130

The geometry in ORCA input format:
```
! RIJCOSX wB97M-V def2-TZVPD def2/J DEFGRID3
* xyz 0 1
H 3.351 -2.146 1.006
C 3.721 -1.251 -0.940
H -2.837 6.872 -0.115
H -5.089 5.888 -0.223
C -2.391 0.975 0.085
H -0.840 5.406 0.049
C -1.976 3.598 0.032
H 5.847 -0.428 1.273
H 0.488 -4.156 0.342
N -2.287 -0.402 0.134
C -0.165 0.437 0.240
N -0.475 -1.965 0.295
C -5.283 -3.508 0.018
C -4.230 5.236 -0.152
C 1.333 -3.487 0.468
O -6.739 -1.820 -0.125
H 7.179 -0.874 -1.094
H 3.155 -1.970 -1.539
H 4.459 1.463 0.268
H 5.407 -2.356 -0.167
C -5.426 -2.138 -0.027
H 5.962 2.254 -0.193
H 1.784 -3.671 1.442
C 5.203 -1.638 -0.965
H -8.492 -2.902 -0.216
H 5.576 2.019 1.509
C 0.819 -2.086 0.382
C -7.425 -2.968 -0.141
H -5.382 3.429 -0.169
H 5.401 -2.145 -1.912
C -1.063 1.545 0.149
C 6.190 -0.472 -0.862
C -4.402 3.879 -0.123
H 3.587 -0.269 -1.395
C -6.584 -4.041 -0.056
C 1.258 0.322 0.318
N -3.481 1.688 -0.002
H 7.293 0.421 0.758
C 3.121 -1.226 0.470
H 2.073 -3.689 -0.303
H 3.520 -0.377 1.026
H -4.852 -0.064 -0.045
C -3.285 3.029 -0.030
N -0.865 2.836 0.122
C -1.838 5.000 0.000
O 2.089 1.202 0.314
C -4.464 -1.080 0.009
H 5.952 0.261 -1.635
H -6.862 -5.075 -0.048
C -0.949 -0.714 0.228
C 5.510 1.568 0.521
H -4.355 -4.034 0.095
N -3.221 -1.366 0.100
C -2.944 5.798 -0.090
C 6.247 0.233 0.501
N 1.679 -1.042 0.410
*
```

=====

b:
C24H24N6O2 | ωB97M-V/def2-TZVPD

Computed properties:
HOMO-LUMO gap (eV): 9.43
M (g/mol): 428.50
Lowest unoccupied orbital energy (Eh): 0.0098

The geometry in ORCA input format:
```
! RIJCOSX wB97M-V def2-TZVPD def2/J DEFGRID3
* xyz 0 1
C -2.405 1.000 0.713
H 5.404 -1.246 1.478
C 3.421 -3.489 0.252
C 5.574 -5.130 -3.978
H -3.799 2.102 5.872
N 4.375 -2.957 1.011
H -6.133 1.327 6.194
C 7.426 -6.234 -2.967
C 5.089 -4.890 -2.703
H -1.675 0.323 2.614
H -2.261 0.043 0.222
H -3.164 3.783 -3.314
C -3.070 3.167 0.535
C 2.681 -2.769 -0.673
C 4.619 -1.658 0.853
H 5.032 -4.785 -4.849
N 6.974 -6.009 -1.737
H -0.418 3.727 -3.599
C -2.073 1.155 2.051
H -3.469 3.951 -0.100
C -2.263 2.396 2.636
C -6.646 4.233 4.554
C 6.769 -5.817 -4.116
N -0.704 1.640 -3.244
H 4.177 0.200 -0.128
N -2.858 1.644 -3.050
O 0.809 -0.010 -2.817
H -2.932 4.409 2.283
C -6.964 3.048 5.198
C 3.934 -0.851 -0.044
C -4.630 2.693 5.502
H -1.723 -0.187 -2.859
C -5.309 4.574 4.423
C 0.751 1.123 -3.264
C -2.481 2.952 -3.280
C -1.125 2.937 -3.407
H 4.165 -4.352 -2.547
C 2.940 -1.415 -0.828
N -4.308 3.827 4.884
C -5.934 2.260 5.684
H -5.023 5.493 3.923
C -1.768 0.877 -3.029
H 1.918 -3.259 -1.264
N -2.896 1.979 -0.043
H 5.483 -5.169 -0.605
O 1.489 1.949 -3.703
H 2.377 -0.823 -1.542
H -3.791 1.319 -2.864
H 3.241 -4.551 0.396
H -2.020 2.564 3.676
C -2.771 3.426 1.863
H -7.416 4.882 4.160
H 7.188 -6.027 -5.091
C 5.824 -5.347 -1.618
H 8.364 -6.775 -3.035
H -7.996 2.746 5.321
*
```

=====

Quick ranking, most stable first: a, b.

=====

a:
CH2BrNO | ωB97M-V/def2-TZVPD

Computed properties:
HOMO-LUMO gap (spin up / spin down) (eV): 8.79 / 8.79
M (g/mol): 123.94
Lowest unoccupied orbital energy (spin up / spin down) (Eh): -0.0050 / -0.0050

The geometry in ORCA input format:
```
! RIJCOSX wB97M-V def2-TZVPD def2/J DEFGRID3
* xyz 0 1
N -0.299 -0.219 0.048
C -1.505 -0.623 -0.032
Br -3.120 0.292 0.000
H 0.221 -1.081 -0.053
O -1.397 -2.635 0.025
H -0.204 0.777 -0.155
*
```

=====

b:
CH2BrNO | ωB97M-V/def2-TZVPD

Computed properties:
HOMO-LUMO gap (eV): 8.95
M (g/mol): 123.94
Lowest unoccupied orbital energy (Eh): 0.0039

The geometry in ORCA input format:
```
! RIJCOSX wB97M-V def2-TZVPD def2/J DEFGRID3
* xyz 0 1
H 0.039 -0.054 -0.348
N -0.778 0.701 -1.120
O 0.042 -1.745 1.777
Br -2.555 0.467 -0.785
H -0.551 0.598 -2.100
C 0.043 -0.719 1.330
*
```

=====

Quick ranking, most stable first: b, a.

=====

a:
C2H4INO | ωB97M-V/def2-TZVPD

Computed properties:
HOMO-LUMO gap (spin up / spin down) (eV): 8.70 / 7.85
M (g/mol): 184.96
Lowest unoccupied orbital energy (spin up / spin down) (Eh): -0.0352 / -0.0281

The geometry in ORCA input format:
```
! RIJCOSX wB97M-V def2-TZVPD def2/J DEFGRID3
* xyz 0 1
C 0.212 0.396 0.455
H -1.017 0.461 -1.429
H 1.027 -1.420 -1.204
H 1.211 0.546 2.021
N 1.036 -0.095 1.226
C -0.250 0.000 -0.840
H -1.765 -1.278 0.353
O 0.534 -0.739 -1.618
I -0.988 2.128 1.036
*
```

=====

b:
C2H4INO | ωB97M-V/def2-TZVPD

Computed properties:
HOMO-LUMO gap (spin up / spin down) (eV): 8.42 / 8.42
M (g/mol): 184.96
Structure (SMILES): O=NI.C=C
Lowest unoccupied orbital energy (spin up / spin down) (Eh): -0.0380 / -0.0380

The geometry in ORCA input format:
```
! RIJCOSX wB97M-V def2-TZVPD def2/J DEFGRID3
* xyz 0 1
H -1.132 -1.712 0.935
H -0.565 -0.036 1.392
H -1.015 0.760 -0.878
H -1.594 -0.905 -1.354
O 2.142 2.190 0.282
C -1.202 -0.262 -0.586
I 2.557 -0.649 -0.050
C -0.947 -0.694 0.632
N 1.755 1.308 -0.373
*
```

=====

c:
C2H4INO | ωB97M-V/def2-TZVPD

Computed properties:
HOMO-LUMO gap (eV): 7.60
M (g/mol): 184.96
Lowest unoccupied orbital energy (Eh): -0.0447

The geometry in ORCA input format:
```
! RIJCOSX wB97M-V def2-TZVPD def2/J DEFGRID3
* xyz 0 1
H -0.057 2.400 0.500
C 0.094 -0.601 0.289
H -0.457 0.386 -1.553
O 0.193 1.844 -0.309
I 1.449 -0.322 1.835
C -0.522 0.588 -0.475
H 0.773 -2.679 0.182
N 0.133 -2.301 -0.509
H -1.605 0.685 0.038
*
```

=====

Quick ranking, most stable first: b, a, c.

=====

a:
C2H6N2S2 | ωB97M-V/def2-TZVPD

Computed properties:
HOMO-LUMO gap (eV): 8.96
M (g/mol): 122.22
Structure (SMILES): C/C(=N\S)NS
Lowest unoccupied orbital energy (Eh): 0.0284

The geometry in ORCA input format:
```
! RIJCOSX wB97M-V def2-TZVPD def2/J DEFGRID3
* xyz 0 1
H 0.043 -1.349 2.211
S -0.624 1.562 1.601
N 0.211 -1.171 -0.887
C -0.165 -0.534 0.287
S 0.832 -0.416 -2.231
H 0.579 -2.101 -0.780
H 0.055 2.724 1.373
H 1.696 0.501 -1.656
N 0.035 0.724 0.273
C -0.669 -1.405 1.423
H -1.558 -0.971 1.889
H -0.860 -2.364 1.080
*
```

=====

b:
C2H6N2S2 | ωB97M-V/def2-TZVPD

Computed properties:
HOMO-LUMO gap (eV): 8.51
M (g/mol): 122.22
Structure (SMILES): CN(S)/C=N\S
Lowest unoccupied orbital energy (Eh): 0.0185

The geometry in ORCA input format:
```
! RIJCOSX wB97M-V def2-TZVPD def2/J DEFGRID3
* xyz 0 1
H 0.357 -1.082 2.278
H 0.286 2.951 -2.471
H -0.916 -1.911 1.715
N -0.408 -0.361 0.283
S -0.401 1.857 -2.038
H 0.490 0.997 1.400
N 0.309 1.837 -0.435
C 0.013 -1.407 1.356
S -1.003 -0.962 -1.289
C 0.054 0.882 0.340
H 0.371 -0.841 -2.004
H 0.847 -1.962 0.866
*
```

=====

Quick ranking, most stable first: a, b.

=====

a:
C5H9Cl3N2 | ωB97M-V/def2-TZVPD

Computed properties:
HOMO-LUMO gap (eV): 9.62
M (g/mol): 203.50
Structure (SMILES): [H]/N=C(/NCCC)C(Cl)(Cl)Cl
Lowest unoccupied orbital energy (Eh): 0.0156

The geometry in ORCA input format:
```
! RIJCOSX wB97M-V def2-TZVPD def2/J DEFGRID3
* xyz 0 1
N 1.103 0.271 0.330
C 3.338 1.020 0.712
H 0.751 1.291 0.186
C -1.229 -0.200 -0.382
C 0.058 -0.764 0.250
H 4.165 1.093 2.677
C 2.221 0.100 1.155
H 2.474 -0.784 1.076
H -0.544 -2.268 0.516
C 4.615 0.853 1.519
Cl -2.501 -1.408 -0.382
H 4.956 -0.043 1.373
H 1.835 0.408 2.302
Cl -0.829 0.189 -2.152
N 0.186 -1.863 0.782
H 3.515 0.818 -0.332
Cl -1.862 1.292 0.356
H 5.356 1.379 1.328
H 2.713 1.962 0.593
*
```

=====

b:
C5H9Cl3N2 | ωB97M-V/def2-TZVPD

Computed properties:
HOMO-LUMO gap (eV): 9.76
M (g/mol): 203.50
Structure (SMILES): [H]/N=C(/NCCC)C(Cl)(Cl)Cl
Lowest unoccupied orbital energy (Eh): 0.0183

The geometry in ORCA input format:
```
! RIJCOSX wB97M-V def2-TZVPD def2/J DEFGRID3
* xyz 0 1
Cl 3.087 -1.250 -1.460
H -1.504 -1.701 0.252
C -1.822 -0.615 -0.311
C -0.721 0.217 0.367
H -0.761 1.275 -0.333
N 0.612 -0.353 0.057
C -3.185 -0.168 -0.025
H -0.917 0.401 1.451
H -1.678 -0.819 -1.358
N 1.528 1.790 -0.045
H -3.748 -0.649 -0.567
Cl 3.156 -1.237 1.442
Cl 4.389 0.889 -0.062
C 1.682 0.481 0.011
C 3.113 -0.206 -0.062
H -3.271 1.030 -0.403
H 0.992 -1.276 0.399
H 2.452 2.315 -0.315
H -3.405 -0.122 0.962
*
```

=====

Quick ranking, most stable first: b, a.